ORCA calculation (ωB97M-V with the def2-TZVPD basis set) on C47H58CdN4O4P as an isolated structure.

The geometry in ORCA input format:
```
! wB97M-V def2-TZVPD RIJCOSX def2/J DEFGRID3
* xyz -1 1
Cd 0.047 -0.800 -0.040
O 0.080 -0.622 2.119
C 0.981 -0.016 2.957
C 1.947 0.930 2.182
C 2.766 0.247 1.113
C 4.023 -0.297 1.338
C 4.724 -0.804 0.256
C 4.186 -0.719 -1.019
C 2.917 -0.188 -1.180
C 2.275 0.060 -2.531
C 0.985 -0.733 -2.922
O -0.067 -0.363 -2.123
C 1.169 -2.274 -2.941
C 0.009 -3.048 -2.923
C 0.069 -4.427 -3.030
C 1.303 -5.067 -3.152
C 2.462 -4.308 -3.152
C 2.392 -2.920 -3.048
C 0.669 -0.346 -4.405
C 1.549 -0.560 -5.467
C 1.177 -0.271 -6.773
C -0.089 0.240 -7.045
C -0.965 0.470 -5.994
C -0.585 0.182 -4.686
N 2.225 0.253 -0.113
C 0.155 0.803 3.977
C -0.017 2.180 3.896
C -0.909 2.847 4.738
C -1.646 2.141 5.675
C -1.486 0.758 5.761
C -0.599 0.103 4.921
C 1.848 -1.027 3.732
C 1.734 -2.380 3.457
C 2.526 -3.313 4.124
C 3.434 -2.895 5.087
C 3.538 -1.539 5.385
C 2.748 -0.616 4.713
H 2.604 1.448 2.882
H 1.316 1.651 1.663
H 4.436 -0.323 2.337
H 5.702 -1.248 0.403
H 4.753 -1.054 -1.879
H 3.026 -0.029 -3.319
H 1.920 1.092 -2.504
H -0.941 -2.538 -2.806
H -0.845 -5.013 -3.014
H 1.355 -6.147 -3.236
H 3.429 -4.796 -3.212
H 3.314 -2.352 -3.024
H 2.534 -0.977 -5.280
H 1.872 -0.454 -7.585
H -0.386 0.449 -8.067
H -1.952 0.874 -6.194
H -1.249 0.349 -3.846
H 0.540 2.755 3.165
H -1.029 3.922 4.649
H -2.332 2.658 6.336
H -2.068 0.189 6.479
H -0.500 -0.976 4.971
H 1.019 -2.669 2.697
H 2.435 -4.367 3.882
H 4.056 -3.616 5.606
H 4.236 -1.203 6.144
H 2.830 0.438 4.967
C -1.133 5.451 -0.210
C -0.568 5.074 -1.581
C -1.679 5.123 -2.621
C 0.540 6.060 -1.958
N -0.015 3.712 -1.643
N 0.743 3.237 -0.552
H -1.612 6.433 -0.267
H -0.348 5.511 0.547
H -1.884 4.725 0.122
H -2.028 6.149 -2.763
H -2.535 4.514 -2.305
H -1.314 4.739 -3.578
H 0.173 7.092 -1.944
H 0.915 5.826 -2.958
H 1.375 5.985 -1.254
H -0.734 3.031 -1.835
H 0.333 3.448 0.352
H 1.676 3.619 -0.592
C -4.157 -1.666 -0.958
C -4.104 -0.161 -0.675
P -2.620 0.352 0.288
C -2.883 2.187 0.361
C -4.288 2.788 0.397
C -2.993 -0.229 1.992
C -4.371 0.015 2.603
H -5.050 -1.917 -1.535
H -4.163 -2.249 -0.035
H -3.275 -1.986 -1.516
H -5.006 0.166 -0.156
H -4.053 0.388 -1.620
H -2.372 2.573 -0.523
H -2.301 2.528 1.226
H -4.903 2.428 -0.430
H -4.223 3.877 0.305
H -4.813 2.570 1.326
H -2.209 0.211 2.609
H -2.760 -1.297 1.969
H -4.573 1.078 2.741
H -4.421 -0.451 3.592
H -5.177 -0.411 1.997
O 2.854 -3.626 0.171
C 1.672 -3.895 0.290
C 1.151 -5.304 0.584
C -0.351 -5.104 0.774
C -0.549 -3.632 0.443
O -1.649 -3.070 0.425
N 0.626 -3.011 0.183
H 1.666 -5.703 1.458
H 1.398 -5.937 -0.268
H -0.682 -5.273 1.801
H -0.978 -5.710 0.120
*
```

ΔE to the lowest compared entry with this formula, charge and spin = 24.0 kcal per mole


ORCA calculation (ωB97M-V with the def2-TZVPD basis set) on C50H72MnNO3P2SSi as an isolated structure in a non-equilibrium geometry.

The geometry in ORCA input format:
```
! wB97M-V def2-TZVPD RIJCOSX def2/J DEFGRID3
* xyz -1 2
Mn 0.098 0.760 -0.112
C 0.876 3.854 2.195
Si 0.233 2.070 1.840
C 1.437 1.208 3.043
C 1.472 1.348 4.432
C 2.546 0.875 5.171
C 3.613 0.275 4.512
C 3.580 0.108 3.134
C 2.486 0.551 2.381
P 2.196 0.257 0.559
C 3.095 -1.403 0.512
C 3.663 -1.862 -0.831
C 4.519 -3.129 -0.639
C 3.990 -4.041 0.484
C 2.478 -3.896 0.639
C 2.108 -2.464 1.059
C 3.430 1.292 -0.380
C 4.884 1.330 0.141
C 5.321 2.752 0.490
C 5.213 3.679 -0.727
C 3.871 3.493 -1.480
C 2.877 2.702 -0.634
C -1.544 2.223 2.566
C -1.973 3.237 3.428
C -3.323 3.495 3.638
C -4.272 2.780 2.922
C -3.871 1.757 2.069
C -2.521 1.443 1.928
P -1.863 -0.045 1.062
C -1.845 -1.130 2.592
C -1.049 -2.437 2.354
C -1.468 -3.560 3.311
C -1.751 -2.978 4.694
C -2.986 -2.058 4.644
C -3.189 -1.439 3.249
C -3.204 -0.562 -0.122
C -4.634 -0.975 0.319
C -4.901 -2.468 0.119
C -4.805 -2.861 -1.364
C -3.692 -2.064 -2.076
C -2.627 -1.631 -1.074
H 0.786 4.072 3.264
H 0.326 4.622 1.640
H 1.936 3.948 1.943
H 0.643 1.839 4.937
H 2.566 0.981 6.250
H 4.469 -0.080 5.073
H 4.429 -0.385 2.680
H 3.940 -1.306 1.194
H 4.285 -1.092 -1.291
H 2.848 -2.066 -1.508
H 5.550 -2.843 -0.405
H 4.545 -3.678 -1.585
H 4.468 -3.778 1.435
H 4.249 -5.081 0.273
H 2.105 -4.608 1.381
H 2.007 -4.142 -0.316
H 2.072 -2.392 2.150
H 1.112 -2.214 0.690
H 3.406 0.796 -1.354
H 5.556 0.936 -0.629
H 5.006 0.697 1.019
H 6.351 2.745 0.855
H 4.698 3.128 1.307
H 6.046 3.469 -1.404
H 5.328 4.715 -0.399
H 4.041 2.949 -2.414
H 3.444 4.462 -1.745
H 1.911 2.623 -1.137
H 2.706 3.223 0.308
H -1.239 3.850 3.941
H -3.631 4.272 4.329
H -5.326 3.012 3.026
H -4.622 1.242 1.488
H -1.275 -0.497 3.282
H 0.012 -2.222 2.499
H -1.163 -2.773 1.318
H -0.673 -4.308 3.366
H -2.363 -4.071 2.941
H -0.872 -2.409 5.015
H -1.904 -3.776 5.425
H -2.883 -1.264 5.389
H -3.882 -2.628 4.906
H -3.789 -0.537 3.345
H -3.741 -2.145 2.624
H -3.287 0.361 -0.703
H -5.346 -0.417 -0.298
H -4.844 -0.717 1.352
H -5.894 -2.715 0.505
H -4.181 -3.051 0.703
H -5.765 -2.679 -1.856
H -4.604 -3.933 -1.439
H -4.102 -1.165 -2.545
H -3.240 -2.663 -2.869
H -1.764 -1.214 -1.588
H -2.284 -2.510 -0.512
C -2.282 4.496 -0.070
S -2.137 3.205 -1.293
O -1.564 3.865 -2.450
O -3.469 2.657 -1.481
O -1.217 2.217 -0.693
H -2.747 5.340 -0.581
H -1.273 4.750 0.253
H -2.889 4.149 0.761
C -2.872 2.009 -5.316
C -1.487 1.378 -5.133
C -1.339 0.172 -6.075
C -0.383 2.405 -5.429
C -1.380 0.791 -3.759
N -0.559 0.542 -2.928
H -2.933 2.516 -6.284
H -3.069 2.725 -4.520
H -3.648 1.241 -5.271
H -1.393 0.508 -7.115
H -2.134 -0.555 -5.895
H -0.382 -0.330 -5.914
H -0.544 2.857 -6.413
H 0.597 1.920 -5.419
H -0.393 3.182 -4.671
C 0.120 -0.097 -1.976
C 0.669 -1.299 -2.654
C 1.444 -1.198 -3.817
C 1.868 -2.326 -4.504
C 1.505 -3.596 -4.067
C 0.732 -3.715 -2.919
C 0.332 -2.585 -2.218
H 1.733 -0.212 -4.165
H 2.479 -2.218 -5.394
H 1.811 -4.478 -4.614
H 0.436 -4.698 -2.568
H -0.264 -2.687 -1.316
*
```

Expectation value of S² = 1.22
ΔE to the lowest compared entry with this formula, charge and spin = 34.6 kcal per mole


ORCA calculation (ωB97M-V with the def2-TZVPD basis set) on a 2-piece molecular cluster, C5H13OP overall in a non-equilibrium geometry.

The geometry in ORCA input format:
```
! wB97M-V def2-TZVPD RIJCOSX def2/J DEFGRID3
* xyz 0 1
C -0.873 0.006 1.407
C -1.143 1.613 -0.484
C -1.557 -0.832 -0.992
C 2.242 -0.993 0.657
C -1.062 0.188 -0.089
O 2.307 1.520 -0.417
P 1.680 0.212 -0.532
H -1.816 0.162 1.962
H -0.231 -0.931 1.534
H -0.121 0.739 1.757
H -1.819 2.152 0.153
H -1.375 1.799 -1.502
H -0.224 2.215 -0.331
H -1.133 -1.779 -0.716
H -2.658 -0.914 -1.085
H -1.326 -0.618 -1.980
H 1.939 -0.902 1.614
H 1.706 -1.899 0.349
H 3.325 -1.153 0.416
H 2.140 -0.584 -1.719
*
```

ΔE to the lowest compared entry with this formula, charge and spin = 63.6 kcal per mole


ORCA calculation (ωB97M-V with the def2-TZVPD basis set) on C3H3O2Rb as an isolated structure in a non-equilibrium geometry.

The geometry in ORCA input format:
```
! wB97M-V def2-TZVPD RIJCOSX def2/J DEFGRID3
* xyz 1 2
O 0.226 1.264 0.333
O 0.638 -0.827 0.067
C -1.076 0.794 0.160
C -1.064 -0.636 0.019
C 1.121 0.304 0.398
H -1.742 1.508 -0.313
H -1.422 -1.230 0.867
H -1.460 -1.022 -0.930
Rb 4.780 -0.154 -0.601
*
```

Expectation value of S² = 0.75
ΔE to the lowest compared entry with this formula, charge and spin = 38.6 kcal per mole


ORCA calculation (ωB97M-V with the def2-TZVPD basis set) on C5H3N3 in the gas phase in a non-equilibrium geometry.

The geometry in ORCA input format:
```
! wB97M-V def2-TZVPD RIJCOSX def2/J DEFGRID3
* xyz 0 1
C -0.004 0.932 1.145
C 1.028 1.340 0.144
C 0.985 0.362 -0.769
C -0.081 -0.572 -0.336
C -0.564 -1.605 -1.255
H 0.200 2.452 2.330
H 1.706 2.166 0.246
H 1.448 0.319 -1.700
N -0.345 1.535 2.221
N -0.596 -0.262 0.718
N -0.707 -2.369 -2.145
*
```

Structure (SMILES) = [H]/N=C1\C=CC(C#N)=N1
ΔE to the lowest compared entry with this formula, charge and spin = 30.1 kcal per mole


ORCA calculation (ωB97M-V with the def2-TZVPD basis set) on C2H6N4OS in the gas phase in a non-equilibrium geometry.

The geometry in ORCA input format:
```
! wB97M-V def2-TZVPD RIJCOSX def2/J DEFGRID3
* xyz 0 1
C 0.334 -0.431 0.623
C -1.674 1.266 -1.397
H 1.812 -2.707 -0.125
H 2.664 -1.239 0.268
H 0.769 -0.236 -1.431
H -0.005 2.146 -0.647
H -2.183 0.223 -1.377
H -1.443 3.090 -2.065
N 2.087 -1.694 -0.522
N 0.896 -0.831 -0.569
N -0.452 1.269 -0.773
N -2.017 2.261 -2.139
O -0.454 0.660 0.545
S 0.404 -1.163 2.105
*
```

Structure (SMILES) = [H]/N=C\NOC(=S)NN
ΔE to the lowest compared entry with this formula, charge and spin = 101.0 kcal per mole


ORCA calculation (ωB97M-V with the def2-TZVPD basis set) on C19H16BrCsN4OSSe2Te2 as an isolated structure in a non-equilibrium geometry.

The geometry in ORCA input format:
```
! wB97M-V def2-TZVPD RIJCOSX def2/J DEFGRID3
* xyz -2 1
Cs -1.141 1.512 -1.932
Br -0.331 6.232 4.510
C -0.151 5.138 2.959
C -0.045 5.736 1.699
C 0.087 4.962 0.577
C 0.129 3.525 0.622
O 0.248 2.839 -0.432
C -0.004 2.951 1.939
C -0.022 1.525 2.190
N 0.034 0.596 1.316
C 0.113 -0.723 1.771
C 0.937 -1.114 2.804
C 1.054 -2.471 3.166
C 0.373 -3.435 2.480
C -0.459 -3.075 1.392
C -1.152 -4.035 0.610
C -1.902 -3.621 -0.443
C -1.987 -2.230 -0.712
N -1.379 -1.312 -0.008
C -0.601 -1.720 1.035
C -0.134 3.771 3.067
H -0.068 6.816 1.614
H 0.172 5.421 -0.400
H -0.108 1.265 3.256
H 1.533 -0.369 3.317
H 1.709 -2.743 3.986
H 0.470 -4.483 2.741
H -1.050 -5.088 0.851
H -2.406 -4.301 -1.115
H -2.581 -1.898 -1.559
H -0.228 3.305 4.042
Se -4.822 1.714 -4.531
Te -2.681 0.590 -5.193
Te -3.398 -1.926 -4.266
Se -1.280 -3.297 -4.119
S 1.790 1.146 -4.504
C 1.877 -0.027 -3.313
N 2.386 0.206 -2.069
C 2.025 -0.855 -1.135
C 1.504 -1.961 -2.074
N 1.436 -1.289 -3.366
H 2.432 1.171 -1.783
H 1.262 -0.509 -0.441
H 2.891 -1.187 -0.561
H 0.516 -2.332 -1.804
H 2.186 -2.814 -2.117
H 0.764 -1.605 -4.066
*
```

ΔE to the lowest compared entry with this formula, charge and spin = 15.9 kcal per mole


ORCA calculation (ωB97M-V with the def2-TZVPD basis set) on C32H31N6NiO as an isolated structure.

The geometry in ORCA input format:
```
! wB97M-V def2-TZVPD RIJCOSX def2/J DEFGRID3
* xyz 1 3
Ni 0.554 0.850 -0.040
C -0.399 3.140 2.645
N 0.719 3.413 1.756
C 2.041 3.173 2.315
C 2.589 1.790 2.100
N 2.311 0.923 1.157
C 3.238 -0.110 1.297
C 3.430 -1.268 0.546
C 4.478 -2.090 0.905
C 5.319 -1.788 1.984
C 5.138 -0.649 2.743
C 4.083 0.176 2.377
N 3.637 1.391 2.864
C -0.966 1.757 2.529
N -0.573 0.764 1.771
C -1.380 -0.328 2.127
C -1.369 -1.654 1.697
C -2.335 -2.498 2.207
C -3.288 -2.056 3.134
C -3.288 -0.757 3.600
C -2.307 0.085 3.093
N -2.011 1.415 3.325
H -0.111 3.291 3.695
H -1.201 3.849 2.435
H 0.659 4.382 1.474
H 2.744 3.858 1.832
H 2.078 3.392 3.390
H 2.766 -1.491 -0.278
H 4.660 -2.994 0.340
H 6.133 -2.459 2.224
H 5.784 -0.410 3.577
H 4.022 1.890 3.647
H -0.632 -1.980 0.981
H -2.363 -3.529 1.881
H -4.034 -2.749 3.501
H -4.017 -0.405 4.318
H -2.464 2.014 3.993
O 1.222 2.761 -1.045
C 0.310 3.559 -1.809
C 0.342 3.072 -3.249
C 0.169 1.546 -3.316
C -1.163 1.138 -2.758
C -2.239 0.922 -3.613
C -3.466 0.549 -3.096
C -3.587 0.427 -1.722
C -2.482 0.689 -0.935
N -1.288 1.027 -1.429
H 1.470 3.238 -0.250
H 0.602 4.611 -1.764
H -0.701 3.462 -1.405
H 1.294 3.347 -3.708
H -0.453 3.575 -3.803
H 0.961 1.071 -2.739
H 0.254 1.207 -4.348
H -2.101 1.032 -4.680
H -4.308 0.353 -3.748
H -4.519 0.126 -1.264
H -2.565 0.609 0.139
C 0.619 -0.937 -0.853
C 0.203 -1.936 -1.411
C -0.370 -3.080 -2.048
C -0.596 -4.264 -1.338
C -1.236 -5.332 -1.943
C -1.661 -5.245 -3.261
C -1.423 -4.081 -3.981
C -0.781 -3.010 -3.384
H -0.257 -4.340 -0.312
H -1.405 -6.242 -1.381
H -2.167 -6.079 -3.729
H -1.742 -4.006 -5.013
H -0.584 -2.105 -3.945
*
```

Expectation value of S² = 2.00
Electronic energy = -85713.9577 eV


ORCA calculation (ωB97M-V with the def2-TZVPD basis set) on a 2-piece molecular cluster, C9H14O overall in a non-equilibrium geometry.

The geometry in ORCA input format:
```
! wB97M-V def2-TZVPD RIJCOSX def2/J DEFGRID3
* xyz 0 1
C 1.007 2.639 -2.010
C 1.099 0.286 -1.010
C 0.499 1.238 -1.754
C 0.607 -1.019 -1.018
C -0.651 0.907 -2.513
C -0.565 -1.338 -1.694
C -1.229 -0.353 -2.448
O -1.019 -2.602 -1.504
H 2.060 0.448 -0.498
H 1.093 -1.764 -0.369
H 0.255 3.341 -1.635
H 1.165 2.820 -3.066
H -1.069 1.704 -3.115
H -2.155 -0.581 -2.967
H -1.873 -2.692 -1.935
H 1.937 2.801 -1.435
C 0.285 -0.153 3.951
C -0.548 -1.276 3.293
H -0.330 0.507 4.547
H 1.030 -0.690 4.578
H 0.825 0.456 3.220
H -0.235 -2.239 3.723
H -0.562 -1.190 2.205
H -1.625 -1.248 3.453
*
```

Structure (SMILES) = Cc1ccc(O)cc1.CC
ΔE to the lowest compared entry with this formula, charge and spin = 13.8 kcal per mole


ORCA calculation (ωB97M-V with the def2-TZVPD basis set) on a 3-piece molecular cluster, C3H10N2O2 overall in a non-equilibrium geometry.

The geometry in ORCA input format:
```
! wB97M-V def2-TZVPD RIJCOSX def2/J DEFGRID3
* xyz 0 1
C 1.425 0.666 -1.082
N 0.931 -0.666 -1.178
C 0.110 -0.976 -0.060
C -1.330 -0.770 -0.423
N -2.159 -0.898 0.591
O -1.619 -0.547 -1.610
H 0.667 1.416 -1.072
H 1.991 0.690 -0.190
H 2.072 0.890 -1.921
H 0.340 -0.730 -1.985
H 0.133 -1.997 0.332
H 0.511 -0.302 0.829
H -1.219 1.453 2.062
H -1.430 1.340 1.362
H -3.033 -0.385 0.401
H 1.398 0.232 2.413
O 1.212 0.584 1.532
*
```

ΔE to the lowest compared entry with this formula, charge and spin = 203.5 kcal per mole


ORCA calculation (ωB97M-V with the def2-TZVPD basis set) on C3H2N2O2 in the gas phase in a non-equilibrium geometry.

The geometry in ORCA input format:
```
! wB97M-V def2-TZVPD RIJCOSX def2/J DEFGRID3
* xyz 0 1
N 0.652 1.705 -1.065
C 0.260 0.643 -0.673
O 0.312 0.336 1.320
C -0.269 -0.780 1.388
O -0.745 -1.382 0.378
C -0.311 -0.612 -1.070
N -0.515 -1.033 -2.166
H 1.003 2.437 -0.467
H -0.386 -1.314 2.353
*
```

ΔE to the lowest compared entry with this formula, charge and spin = 78.1 kcal per mole


ORCA calculation (ωB97M-V with the def2-TZVPD basis set) on C6H13N in the gas phase.

The geometry in ORCA input format:
```
! wB97M-V def2-TZVPD RIJCOSX def2/J DEFGRID3
* xyz 0 1
C 0.138 0.690 0.220
C 0.178 -1.197 -1.524
C -0.273 -0.748 -0.127
C 1.653 0.827 0.383
N -0.305 -2.509 -1.916
C -0.541 1.100 1.494
C -1.427 2.072 1.596
H -0.194 1.352 -0.587
H 0.020 -3.211 -1.259
H -1.320 -2.527 -1.904
H 1.268 -1.227 -1.576
H -0.179 -0.480 -2.270
H 0.136 -1.432 0.623
H -1.365 -0.816 -0.077
H -0.257 0.527 2.368
H 1.903 1.840 0.691
H 2.018 0.137 1.142
H 2.165 0.618 -0.552
H -1.892 2.328 2.533
H -1.726 2.657 0.741
*
```

Structure (SMILES) = C=C[C@@H](C)CCN
ΔE to the lowest compared entry with this formula, charge and spin = 10.6 kcal per mole